Entry 1:
# C18H40BF2O14P2Tl

A molecular structure, C18H40BF2O14P2Tl in a non-equilibrium geometry (the ωB97M-V functional and the def2-TZVPD basis, the Open Molecules 2025 dataset).

Summary:
* total charge: +3
* orbital gap (spin up / spin down): 3.18 / 3.18 eV
* multiplicity: 2
* LUMO energy (spin up / spin down): -14.3 / -14.4 eV

CARTESIAN COORDINATES (ANGSTROEM)
Tl  -1.760  2.997  1.177
P  1.298  2.928  -1.975
P  -4.301  -0.651  0.436
F  3.286  0.211  4.535
F  2.628  -2.936  1.571
O  0.611  3.187  -0.684
O  5.487  2.876  1.991
O  1.153  -5.230  2.813
O  4.524  0.859  1.550
O  1.512  1.327  -2.424
O  -3.357  -1.909  0.135
O  0.561  3.632  -3.239
O  4.082  1.952  3.482
O  -5.399  -1.181  1.573
O  -3.613  0.670  0.745
O  -5.237  -0.680  -0.870
O  2.841  3.401  -2.049
O  0.613  -6.213  0.824
O  0.692  -4.004  1.032
C  -1.993  -1.783  -0.120
C  0.507  4.766  -5.325
C  3.636  3.487  -0.922
C  3.951  4.974  -0.678
C  3.128  0.868  3.438
C  4.780  1.948  2.300
C  -4.968  -1.084  2.913
C  3.198  -0.306  -2.282
C  0.793  -5.264  1.485
C  1.209  -3.868  3.260
C  2.078  0.417  -1.556
C  3.565  0.039  2.212
C  1.136  3.623  -4.556
C  1.374  -3.134  1.966
C  -1.589  -2.918  -1.100
C  -5.795  -2.386  -2.489
C  -6.171  -1.693  -1.151
C  -4.290  -2.330  3.328
B  0.056  0.617  1.384
H  -6.224  -2.470  -0.389
H  1.291  -0.274  -1.251
H  -0.576  0.699  0.512
H  -4.296  -0.253  3.126
H  3.094  5.646  -0.720
H  0.516  5.648  -4.685
H  0.888  1.297  1.285
H  0.317  -3.486  3.756
H  -4.726  -2.590  -2.442
H  -6.026  -1.717  -3.318
H  2.072  1.139  3.456
H  2.221  3.707  -4.499
H  0.864  -2.172  1.910
H  4.017  -0.903  2.522
H  4.141  0.237  -2.347
H  3.051  2.994  -0.146
H  4.487  2.842  -1.141
H  2.662  -0.034  1.605
H  -6.405  -3.288  -2.537
H  -0.534  4.578  -5.588
H  0.939  5.069  -6.279
H  4.382  5.067  0.319
H  2.034  -3.705  3.953
H  0.426  -0.395  1.441
H  2.495  0.836  -0.640
H  -3.928  -2.269  4.354
H  -1.853  -2.801  -2.151
H  -1.712  -0.810  -0.523
H  3.452  -1.240  -1.780
H  2.911  -0.508  -3.313
H  -4.897  -3.210  3.113
H  -7.184  -1.293  -1.168
H  -0.493  0.814  2.291
H  -1.357  -1.878  0.760
H  -2.068  -3.842  -0.776
H  -5.880  -1.061  3.510
H  -0.526  -3.152  -1.032
H  4.633  5.405  -1.411
H  1.047  2.703  -5.133
H  -3.480  -2.536  2.628

These are the Mulliken partial charges, in e, on atoms 1 to 8: number 1, Tl, carries 1.02; number 2, P, carries 1.13; number 3, P, carries 0.72; number 4, F, carries -0.30; number 5, F, carries -0.26; number 6, O, carries -0.56; number 7, O, carries -0.50; number 8, O, carries -0.32

=====

Entry 2:
# C18H40Br14NO3P

8 unconnected molecules or ions with the total composition C18H40Br14NO3P in a non-equilibrium geometry (the ωB97M-V functional and the def2-TZVPD basis, the Open Molecules 2025 dataset).

Summary:
* SMILES string: O=NOC[PH3]CCCO.BrCCBr.BrCCBr.BrCCBr.BrCCBr.BrCCBr.BrCCBr.BrCCBr
* orbital gap: 8.51 eV
* LUMO energy: 0.1 eV

CARTESIAN COORDINATES (ANGSTROEM)
Br  -5.355  1.768  4.258
Br  7.187  -2.595  -3.874
Br  5.735  -5.946  -4.788
Br  1.324  6.076  -4.368
Br  6.828  -1.915  -7.502
Br  -7.934  0.042  6.257
Br  4.765  0.147  1.757
Br  -7.367  0.378  10.645
Br  -1.239  4.378  -2.340
Br  -9.625  3.117  11.657
Br  1.505  2.699  -0.915
Br  2.960  -6.165  -7.202
Br  4.507  -0.538  -1.860
Br  3.256  4.817  1.542
P  -0.222  0.200  0.970
O  -4.717  -0.780  0.876
O  0.957  -2.374  1.384
O  -0.587  -2.953  0.030
N  -0.261  -2.948  1.168
C  -3.558  -0.210  1.526
C  1.148  -1.112  0.691
C  -1.625  1.496  1.146
C  -2.935  0.840  0.546
C  5.709  -1.160  0.662
C  3.951  3.887  -0.022
C  0.329  4.440  -4.729
C  2.981  3.944  -1.173
C  5.533  -2.633  -6.234
C  -1.103  4.552  -4.274
C  5.646  -1.958  -4.892
C  6.063  -0.598  -0.691
C  -8.351  3.028  10.187
C  -7.768  0.225  4.324
C  -6.332  0.124  3.882
C  4.773  -7.510  -5.438
C  4.452  -7.383  -6.904
C  -8.338  1.663  9.550
H  -7.803  1.689  8.601
H  -5.792  -0.683  4.369
H  -2.703  0.271  -0.383
H  -3.684  1.613  0.297
H  6.463  0.411  -0.646
H  4.125  -8.340  -7.308
H  -7.384  3.319  10.588
H  -2.875  -1.060  1.721
H  5.074  -2.039  0.605
H  -8.354  -0.593  3.909
H  -3.850  0.260  2.476
H  -1.697  3.735  -4.679
H  0.770  1.174  1.329
H  5.442  -8.351  -5.264
H  -1.853  1.732  2.205
H  -4.347  -1.235  0.121
H  1.345  -1.230  -0.398
H  -0.823  -0.515  2.052
H  2.090  -0.683  1.099
H  -8.686  3.779  9.473
H  2.542  4.928  -1.319
H  5.751  -0.880  -4.972
H  0.866  3.630  -4.242
H  4.875  4.404  -0.275
H  5.286  -7.011  -7.492
H  -1.564  5.499  -4.541
H  0.379  4.307  -5.808
H  -8.232  1.170  4.055
H  6.611  -1.403  1.221
H  4.181  2.871  0.291
H  -6.272  -0.004  2.801
H  6.777  -1.245  -1.200
H  4.784  -2.190  -4.270
H  3.465  3.627  -2.096
H  -9.332  1.256  9.390
H  -0.565  0.099  -0.417
H  4.559  -2.436  -6.678
H  3.890  -7.619  -4.815
H  5.695  -3.701  -6.191
H  -1.447  2.404  0.537

These are the Mulliken partial charges, in e, on atoms 1 to 8: number 1, Br, carries -0.14; number 2, Br, carries -0.16; number 3, Br, carries -0.10; number 4, Br, carries -0.14; number 5, Br, carries -0.15; number 6, Br, carries -0.14; number 7, Br, carries -0.19; number 8, Br, carries -0.12

=====

Q: Which formula does entry 2 have?
A: C18H40Br14NO3P